Entry 1:
{"formula": "C8H16O5", "method": "wB97M-V/def2-TZVPD", "e_lumo_ev": 0.317, "e_tot_ev": -18782.1516, "gap_ev": 9.77, "elements": ["C", "C", "C", "C", "C", "C", "C", "C", "H", "H", "H", "H", "H", "H", "H", "H", "H", "H", "H", "H", "H", "H", "H", "H", "O", "O", "O", "O", "O"], "xyz": [[-3.00, 0.16, -1.23], [-2.74, 0.74, 0.08], [-1.52, 0.44, 0.92], [0.89, 0.30, 0.75], [2.06, 1.05, 0.18], [2.46, 0.43, -1.14], [0.96, -1.70, -0.64], [1.17, -1.18, 0.76], [-4.01, -0.88, -1.09], [-1.73, -0.14, -1.62], [-3.61, 1.24, -2.18], [-3.45, 0.83, 1.13], [-2.36, 1.75, -0.06], [-1.48, -0.65, 1.38], [-1.41, 1.13, 1.76], [1.10, 0.77, 1.78], [2.82, 0.84, 1.13], [0.94, 2.25, -0.57], [3.50, 0.26, -0.82], [2.76, 1.06, -2.06], [1.60, -2.77, -0.40], [-0.93, -1.11, -1.00], [2.21, -1.25, 1.25], [0.74, -1.76, 2.67], [-0.27, 0.54, 0.01], [1.67, 2.46, 0.11], [1.61, -0.84, -1.62], [-0.25, -1.93, -1.17], [0.29, -2.05, 1.68]]}

---

Entry 2:
{"formula": "C8H16O5Pt", "method": "wB97M-V/def2-TZVPD", "e_lumo_ev": [-1.128, -1.034], "e_tot_ev": -22030.6779, "gap_ev": [7.76, 7.73], "s2": 2.02, "spin_multiplicity": 3, "elements": ["Pt", "C", "C", "O", "C", "C", "O", "C", "C", "O", "C", "C", "O", "H", "H", "H", "H", "H", "H", "H", "H", "H", "H", "H", "H", "H", "H", "H", "H", "O"], "xyz": [[-8.49, 0.72, -6.52], [-6.32, -0.79, -4.44], [-5.19, -0.47, -5.48], [-4.90, -1.24, -6.70], [-4.43, -0.65, -7.89], [-5.51, -0.62, -9.05], [-6.37, -1.81, -9.14], [-7.74, -1.50, -9.09], [-8.34, -2.37, -8.00], [-8.39, -1.69, -6.77], [-8.54, -2.65, -5.71], [-8.34, -2.03, -4.37], [-6.96, -2.08, -4.24], [-7.19, -0.16, -4.70], [-5.94, -0.48, -3.47], [-4.26, -0.44, -4.97], [-5.45, 0.54, -5.75], [-3.66, -1.32, -8.24], [-4.14, 0.37, -7.81], [-4.95, -0.51, -9.96], [-6.16, 0.24, -8.97], [-8.25, -1.66, -10.02], [-7.89, -0.43, -8.87], [-7.67, -3.26, -7.91], [-9.30, -2.75, -8.26], [-7.79, -3.42, -5.93], [-9.57, -3.05, -5.81], [-8.88, -2.54, -3.59], [-8.67, -0.98, -4.35], [-6.57, 1.15, -7.05]]}

---

Entry 3:
{"formula": "C8H16S4", "method": "wB97M-V/def2-TZVPD", "e_lumo_ev": -0.156, "e_tot_ev": -51895.3310, "gap_ev": 8.15, "smiles": "CCCCCC=C(S)S.S=CS", "elements": ["C", "C", "C", "C", "C", "C", "C", "C", "S", "S", "S", "S", "H", "H", "H", "H", "H", "H", "H", "H", "H", "H", "H", "H", "H", "H", "H", "H"], "xyz": [[0.10, -1.38, -0.34], [-0.39, -0.92, -1.67], [-0.43, 2.50, 2.13], [-0.91, -1.13, 0.79], [-0.06, 1.05, 1.84], [-1.19, 0.34, 1.09], [1.92, 0.88, -2.70], [0.05, -1.30, -2.87], [2.44, 0.96, -1.16], [2.83, 0.31, -4.05], [1.24, -2.57, -3.21], [-0.69, -0.60, -4.34], [0.32, -2.45, -0.37], [-1.16, -0.16, -1.68], [-1.34, 2.55, 2.73], [-0.61, 3.03, 1.20], [0.37, 3.01, 2.66], [-1.85, -1.62, 0.52], [-0.53, -1.62, 1.69], [0.86, 1.03, 1.25], [0.13, 0.53, 2.78], [-1.39, 0.88, 0.17], [-2.09, 0.40, 1.71], [0.96, 1.30, -3.00], [1.04, -0.86, -0.11], [3.90, -0.08, -3.35], [1.33, -3.03, -1.96], [-0.03, -1.36, -5.21]]}

---

Please write out number 1 again, unchanged.
{"formula": "C8H16O5", "method": "wB97M-V/def2-TZVPD", "e_lumo_ev": 0.317, "e_tot_ev": -18782.1516, "gap_ev": 9.77, "elements": ["C", "C", "C", "C", "C", "C", "C", "C", "H", "H", "H", "H", "H", "H", "H", "H", "H", "H", "H", "H", "H", "H", "H", "H", "O", "O", "O", "O", "O"], "xyz": [[-3.00, 0.16, -1.23], [-2.74, 0.74, 0.08], [-1.52, 0.44, 0.92], [0.89, 0.30, 0.75], [2.06, 1.05, 0.18], [2.46, 0.43, -1.14], [0.96, -1.70, -0.64], [1.17, -1.18, 0.76], [-4.01, -0.88, -1.09], [-1.73, -0.14, -1.62], [-3.61, 1.24, -2.18], [-3.45, 0.83, 1.13], [-2.36, 1.75, -0.06], [-1.48, -0.65, 1.38], [-1.41, 1.13, 1.76], [1.10, 0.77, 1.78], [2.82, 0.84, 1.13], [0.94, 2.25, -0.57], [3.50, 0.26, -0.82], [2.76, 1.06, -2.06], [1.60, -2.77, -0.40], [-0.93, -1.11, -1.00], [2.21, -1.25, 1.25], [0.74, -1.76, 2.67], [-0.27, 0.54, 0.01], [1.67, 2.46, 0.11], [1.61, -0.84, -1.62], [-0.25, -1.93, -1.17], [0.29, -2.05, 1.68]]}